1.
This record from the OMol25 dataset describes 2 unconnected molecules or ions with the total composition C2H2NO5 in a non-equilibrium geometry. The level of theory is wB97M-V/def2-TZVPD.

Computed properties:
Spin multiplicity: 2
E_tot in Ha: -508.10323
Energy relative to the best compared isomer or geometry (same formula, charge and spin) in kcal/mol: 21.1

```
10
Properties=species:S:1:pos:R:3:nbo_charge:R:1
O -1.1696 -0.7861 -0.0051 -0.344
O 2.0604 -1.5285 -0.1590 -0.399
O 1.0971 1.7330 0.0622 -0.338
O -2.3760 1.0515 0.1423 -0.403
O -3.3481 -0.9218 0.0620 -0.340
N -2.3607 -0.1872 0.0704 0.696
C 2.1733 -0.3206 -0.0932 0.325
C 0.9175 0.5599 0.0007 0.373
H -0.1578 0.1304 0.0129 0.252
H 3.1639 0.2695 -0.0933 0.177
```

=====

2.
This record from the OMol25 dataset describes 2 unconnected molecules or ions with the total composition C5H3Cl2N2O4S in a non-equilibrium geometry. The level of theory is wB97M-V/def2-TZVPD.

Computed properties:
Net charge: -1
E_tot in Ha: -1921.21413
Energy relative to the best compared isomer or geometry (same formula, charge and spin) in kcal/mol: 63.5

```
17
Properties=species:S:1:pos:R:3:nbo_charge:R:1
Cl 2.0646 -0.5156 3.2371 -0.056
Cl -2.5453 -1.6921 -0.4060 -0.665
S 1.3300 0.5492 -2.2283 1.716
O -2.4537 1.4868 -0.9198 -0.383
O 1.4868 1.9076 -1.6737 -0.961
O -1.5827 0.3554 -2.5875 -0.348
O 2.5123 -0.2465 -1.9985 -1.004
N 0.2862 -0.4393 -0.8971 -0.545
N -1.7304 0.6414 -1.4213 0.527
C 1.0904 -0.5903 1.7024 -0.089
C -0.2071 -0.0654 1.9993 -0.264
C 1.6390 -0.9491 0.5983 0.050
C -0.7714 -0.0575 -0.4282 0.351
C -1.1085 0.1191 0.9455 -0.143
H 2.5062 -1.0640 -0.0974 0.306
H -2.1507 0.4570 1.1649 0.277
H -0.3655 0.1034 3.0102 0.231
```

=====

3.
This record from the OMol25 dataset describes C5H16OSi3 in the gas phase in a non-equilibrium geometry. The level of theory is wB97M-V/def2-TZVPD.

Computed properties:
SMILES string: CC/C=C(\[SiH3])[C@H]([SiH3])O[SiH3]
E_tot in Ha: -1143.69495
Energy relative to the best compared isomer or geometry (same formula, charge and spin) in kcal/mol: 100.6

```
25
Properties=species:S:1:pos:R:3:nbo_charge:R:1
Si 1.3408 -1.7000 1.3485 0.857
Si -2.6604 -0.7029 0.8022 0.823
Si -0.7118 3.1453 1.4295 1.195
O -1.3170 1.6240 1.2026 -0.951
C -0.8451 0.2083 1.2907 -0.183
C 0.2984 -0.4428 0.5266 -0.492
C 0.5292 -0.0516 -0.7349 -0.129
C 1.6588 -0.3737 -1.7008 -0.446
C 1.1534 -0.9013 -3.0309 -0.596
H 1.9920 -1.0541 -3.7396 0.212
H 2.4062 -1.0305 -1.1968 0.208
H -0.4363 -0.0548 2.2883 0.195
H -1.8339 3.7679 2.1762 -0.190
H 1.1442 -1.8476 2.7908 -0.143
H 0.4067 -0.1564 -3.5478 0.202
H -0.9254 3.7954 0.0672 -0.196
H -3.3375 -0.5911 -0.5308 -0.141
H 0.6948 3.0230 2.0207 -0.180
H 1.3832 -2.9217 0.5176 -0.141
H -3.7654 -0.2429 1.6865 -0.166
H -2.6816 -2.0809 1.1251 -0.190
H 0.0248 0.8024 -1.0684 0.188
H 2.5970 -0.9513 1.1811 -0.162
H 0.6554 -1.8094 -3.0395 0.209
H 2.2296 0.5465 -1.8642 0.217
```

=====

4.
This record from the OMol25 dataset describes 7 unconnected molecules or ions with the total composition C13H40N2O13 in a non-equilibrium geometry. The level of theory is wB97M-V/def2-TZVPD.

Computed properties:
SMILES string: NC(N)=O.OCCO.OCCO.OCCO.OCCO.OCCO.OCCO
E_tot in Ha: -1606.89080
Energy relative to the best compared isomer or geometry (same formula, charge and spin) in kcal/mol: 0.0

```
68
Properties=species:S:1:pos:R:3:nbo_charge:R:1
O 0.5346 -5.9091 4.4079 -0.728
O 0.5550 -3.1118 4.3417 -0.742
O -5.1022 -0.8558 1.0242 -0.715
O 2.3887 0.6297 -4.0633 -0.738
O 3.4323 2.4595 -2.0549 -0.713
O -2.4348 -0.5121 0.1793 -0.754
O -2.2691 3.8558 -1.9258 -0.726
O -1.4722 -3.8863 -2.7878 -0.735
O 1.8562 3.1547 2.8341 -0.671
O -1.7333 -0.9269 -3.0597 -0.742
O -0.2918 -1.6535 1.6433 -0.761
O -1.9787 1.7912 -4.0168 -0.750
O 0.2656 0.8714 0.0212 -0.744
N 1.5731 5.3983 2.6423 -0.857
N 0.8016 3.9864 0.9700 -0.852
C 1.7381 -5.1507 4.5206 -0.082
C 3.2383 0.2369 -2.9708 -0.096
C 1.4186 4.1032 2.1923 0.777
C -1.0806 -2.9045 -1.8374 -0.091
C 1.1748 0.1110 0.8080 -0.102
C 0.5886 -0.5804 1.9885 -0.114
C -1.1383 3.0343 -2.1095 -0.087
C -0.6472 -1.6210 -2.4828 -0.096
C -3.0237 0.3934 1.1120 -0.118
C -0.9551 2.6407 -3.5768 -0.093
C 4.1455 1.3891 -2.6763 -0.087
C -4.1285 -0.2722 1.9033 -0.097
C 1.6465 -3.8323 3.7898 -0.095
H 0.1364 -2.6368 3.6189 0.490
H 2.0815 5.5272 3.4961 0.406
H -3.1695 -0.8446 -0.3521 0.500
H -5.3583 -0.1699 0.3966 0.461
H 4.6469 1.7328 -3.5856 0.172
H 1.6710 -0.6369 0.1713 0.157
H 0.5554 3.0726 0.6287 0.426
H -1.9048 -2.7543 -1.1260 0.161
H -3.7261 -1.0925 2.4973 0.191
H -1.8884 0.9191 -3.6084 0.495
H -4.6117 0.4425 2.5753 0.179
H -0.2287 3.4881 -1.7236 0.178
H 2.4899 -5.8370 4.1327 0.184
H -3.3895 1.3093 0.6280 0.177
H -1.2667 2.0472 -1.6360 0.151
H 2.6191 -3.3353 3.8912 0.160
H 0.2407 4.7767 0.7005 0.381
H 1.3829 6.2071 2.0807 0.386
H 3.8280 -0.6139 -3.3385 0.166
H 1.4318 -4.0110 2.7317 0.173
H 2.0001 0.7554 1.1244 0.211
H -0.1471 -5.5318 4.9696 0.474
H -1.7783 -4.6656 -2.3172 0.477
H 2.6519 2.6114 -2.6001 0.469
H -0.1874 -1.0734 -1.6569 0.209
H 0.0385 2.1801 -3.6765 0.169
H 1.9585 -4.9590 5.5777 0.163
H -2.2423 0.7396 1.7967 0.192
H -0.2767 -3.2437 -1.1647 0.176
H -1.1506 -1.2976 1.3694 0.490
H 4.9321 1.1052 -1.9755 0.184
H -2.1885 -1.5370 -3.6510 0.488
H 1.3963 -0.9914 2.6006 0.198
H 2.0391 -0.1772 -4.4490 0.473
H -0.9634 3.5454 -4.1883 0.176
H -0.6260 0.5584 0.2035 0.480
H -3.0015 3.4234 -2.3786 0.473
H 2.6643 -0.0911 -2.1023 0.173
H 0.0721 0.0766 2.7025 0.178
H 0.1672 -1.8570 -3.1797 0.163
```

=====

5.
This record from the OMol25 dataset describes a molecular structure, C16H16Cl3F5OSn in a non-equilibrium geometry. The level of theory is wB97M-V/def2-TZVPD.

Computed properties:
Net charge: -2
E_tot in Ha: -2788.74466
Energy relative to the best compared isomer or geometry (same formula, charge and spin) in kcal/mol: 0.0

```
42
Properties=species:S:1:pos:R:3:nbo_charge:R:1
Sn 1.3816 0.5629 1.6203 1.418
Cl 3.5289 -0.4286 2.1679 -0.604
Cl -0.0058 -1.0401 2.6417 -0.573
Cl 1.5714 0.2489 -0.6986 -0.523
F 2.1991 6.7483 2.9214 -0.319
F 0.1164 3.3480 0.4224 -0.308
F 0.0151 5.8578 1.4781 -0.318
F 3.9230 2.3449 2.9485 -0.316
F 4.2068 4.9678 3.5610 -0.328
O -1.4353 1.1892 1.2373 -0.998
C -2.8765 -0.2744 -0.7362 -0.684
C 1.7831 2.6948 1.9766 -0.513
C 0.9504 -2.5982 -3.0948 -0.627
C 2.0755 5.4476 2.6026 0.230
C -0.5682 -3.0594 -1.0740 -0.112
C -1.9195 -1.1949 -1.1296 -0.060
C 2.9113 3.1871 2.6436 0.311
C -1.6320 -2.4286 -0.4196 -0.038
C 0.9251 3.6624 1.4677 0.327
C -2.4010 -2.9193 0.7430 -0.646
C 0.9792 5.0029 1.8669 0.233
C -0.8728 0.0109 -3.1750 -0.626
C -0.9776 -1.1146 -2.2374 -0.113
C -0.1767 -2.2619 -2.2000 -0.072
C 3.0804 4.5442 2.9544 0.259
C 0.0470 -4.3387 -0.6605 -0.623
H -0.1049 -4.4909 0.4174 0.207
H 1.1239 -4.3511 -0.8768 0.196
H -1.7334 -3.1569 1.5855 0.210
H -1.2710 -0.2467 -4.1638 0.172
H -2.1118 1.5784 1.8304 0.454
H -2.9764 -3.8264 0.4850 0.170
H 0.7483 -3.5079 -3.6775 0.178
H -3.6185 -0.5996 0.0034 0.176
H -3.1203 -2.1520 1.0570 0.203
H 1.8558 -2.7903 -2.4975 0.201
H -1.9576 0.6773 0.5479 0.497
H 1.1501 -1.7917 -3.8080 0.199
H 0.1748 0.2970 -3.3118 0.201
H -1.4197 0.8829 -2.8051 0.208
H -0.4077 -5.1925 -1.1873 0.173
H -3.1604 0.5112 -1.4267 0.179
```